Entry 1:
196
Properties=species:S:1:pos:R:3:lowdin_charge:R:1 method="wB97M-V/def2-TZVPD" lumo_energy_ev="-4.359 / -8.304" homo_ev="-11.20 / -11.20" e_tot_ha=-6114.4913 gap_ha="0.2515 / 0.1065" multiplicity=2 total_charge=+1
C -0.847 -2.723 -5.532 -0.04
C -0.446 -3.357 -6.727 -0.06
C -0.717 -4.679 -7.016 0.01
C -1.675 -5.322 -6.205 -0.13
C -2.116 -4.730 -5.060 -0.03
C -1.762 -3.437 -4.717 -0.07
N -2.203 -6.655 -6.639 -0.29
O -3.333 -7.138 -6.270 0.04
O -1.501 -7.221 -7.463 0.07
H -0.563 -1.699 -5.341 0.09
H 0.129 -2.775 -7.432 0.11
H -0.312 -5.128 -7.911 0.12
H -2.831 -5.229 -4.423 0.10
H -2.064 -3.072 -3.747 0.08
C 4.539 1.741 -4.370 -0.06
C 3.273 1.414 -3.931 -0.06
C 2.929 0.070 -3.600 0.01
C 3.926 -0.913 -3.657 -0.14
C 5.240 -0.532 -3.992 0.00
C 5.576 0.790 -4.303 -0.04
N 3.578 -2.318 -3.347 -0.33
O 4.441 -3.170 -3.243 0.10
O 2.369 -2.482 -3.138 0.03
H 4.682 2.775 -4.646 0.11
H 2.525 2.185 -3.821 0.08
H 1.900 -0.097 -3.317 0.10
H 5.920 -1.364 -4.098 0.12
H 6.557 0.981 -4.711 0.11
C -3.716 -6.636 -0.741 -0.07
C -2.912 -5.721 -1.469 -0.03
C -1.500 -5.855 -1.434 0.00
C -0.915 -6.873 -0.644 -0.10
C -1.826 -7.745 0.035 -0.01
C -3.193 -7.741 -0.168 -0.08
N 0.562 -7.004 -0.455 -0.33
O 1.080 -7.702 0.358 0.10
O 1.287 -6.263 -1.145 0.03
H -4.792 -6.552 -0.778 0.11
H -3.358 -4.904 -2.018 0.08
H -0.869 -5.261 -2.080 0.10
H -1.449 -8.632 0.522 0.12
H -3.739 -8.586 0.226 0.12
C 0.433 -4.957 2.808 -0.09
C 0.251 -6.279 3.212 -0.06
C 1.001 -6.767 4.324 0.04
C 1.956 -5.932 4.981 -0.09
C 2.095 -4.571 4.549 0.01
C 1.386 -4.136 3.428 -0.08
N 2.675 -6.406 6.187 -0.35
O 2.687 -7.591 6.420 0.09
O 3.419 -5.633 6.817 0.06
H -0.343 -4.671 2.113 0.09
H -0.365 -6.967 2.652 0.09
H 0.801 -7.792 4.600 0.12
H 2.722 -3.796 4.965 0.11
H 1.434 -3.088 3.171 0.08
C 3.386 -4.392 0.557 -0.02
C 4.300 -3.995 1.515 -0.04
C 4.649 -2.670 1.656 0.01
C 4.008 -1.659 0.906 -0.10
C 3.006 -2.077 -0.012 0.00
C 2.674 -3.402 -0.108 -0.07
N 4.501 -0.273 0.938 -0.31
O 4.342 0.476 -0.039 0.07
O 5.246 0.064 1.859 0.07
H 3.129 -5.414 0.318 0.11
H 4.880 -4.694 2.101 0.12
H 5.437 -2.324 2.308 0.11
H 2.509 -1.385 -0.676 0.10
H 1.944 -3.804 -0.795 0.09
C 1.517 0.869 1.719 -0.02
C 0.865 -0.278 2.138 0.04
C 0.122 -1.057 1.191 0.11
C -0.133 -0.522 -0.123 -0.07
C 0.498 0.675 -0.470 0.07
C 1.288 1.367 0.463 0.05
N -0.748 -1.317 -1.227 -0.29
O -0.563 -2.531 -1.250 0.10
O -1.431 -0.719 -2.068 0.07
H 2.086 1.410 2.461 0.10
H 0.977 -0.655 3.144 0.10
H -0.248 -2.060 1.349 0.12
H 0.358 1.142 -1.433 0.11
H 1.636 2.342 0.152 0.14
C 0.108 7.742 -2.242 -0.08
C -0.412 7.500 -3.483 -0.05
C -0.323 6.184 -4.058 0.03
C 0.018 5.067 -3.249 -0.12
C 0.482 5.352 -1.960 -0.02
C 0.553 6.671 -1.468 -0.06
N 0.008 3.700 -3.887 -0.31
O 0.123 2.748 -3.137 0.03
O -0.104 3.574 -5.091 0.09
H 0.264 8.725 -1.824 0.11
H -0.556 8.366 -4.112 0.11
H -0.699 6.055 -5.062 0.12
H 0.757 4.563 -1.275 0.10
H 0.896 6.815 -0.454 0.10
C -2.997 0.356 -5.067 -0.11
C -2.052 1.165 -5.653 -0.08
C -2.397 2.163 -6.551 0.00
C -3.733 2.324 -6.899 -0.15
C -4.686 1.526 -6.319 0.02
C -4.292 0.496 -5.420 -0.05
N -4.032 3.400 -7.868 -0.32
O -3.195 3.914 -8.616 0.07
O -5.204 3.787 -7.856 0.07
H -2.696 -0.434 -4.394 0.08
H -1.010 1.085 -5.380 0.09
H -1.599 2.817 -6.872 0.11
H -5.725 1.609 -6.601 0.12
H -5.044 -0.200 -5.078 0.10
C 3.438 7.399 4.745 -0.07
C 3.185 6.287 5.577 -0.04
C 3.343 4.974 5.026 -0.01
C 3.543 4.768 3.688 -0.15
C 3.721 5.899 2.864 0.02
C 3.664 7.215 3.387 -0.05
N 3.748 3.400 3.183 -0.30
O 3.694 2.391 3.884 0.05
O 3.989 3.318 1.961 0.05
H 3.583 8.401 5.121 0.11
H 2.970 6.426 6.627 0.11
H 3.031 4.200 5.712 0.12
H 4.004 5.808 1.825 0.11
H 3.788 8.123 2.815 0.11
C -2.610 -3.293 3.245 -0.09
C -3.306 -2.969 2.126 -0.05
C -3.506 -1.628 1.840 0.01
C -2.952 -0.660 2.673 -0.13
C -2.120 -1.069 3.730 -0.02
C -2.052 -2.386 4.116 -0.05
N -3.206 0.779 2.497 -0.30
O -4.205 1.035 1.800 0.07
O -2.449 1.652 2.913 0.06
H -2.435 -4.316 3.544 0.11
H -3.776 -3.742 1.536 0.12
H -4.026 -1.320 0.945 0.10
H -1.545 -0.320 4.255 0.11
H -1.413 -2.627 4.952 0.12
C -6.261 0.720 -1.210 -0.03
C -5.046 -0.039 -1.198 -0.07
C -5.047 -1.153 -1.958 -0.06
C -6.068 -1.529 -2.801 -0.10
C -7.253 -0.751 -2.740 0.00
C -7.334 0.383 -1.997 -0.09
N -5.903 -2.798 -3.653 -0.35
O -4.986 -3.531 -3.462 0.07
O -6.768 -2.991 -4.489 0.09
H -6.426 1.537 -0.522 0.11
H -4.180 0.250 -0.620 0.07
H -4.183 -1.788 -1.826 0.11
H -8.231 -0.806 -3.197 0.12
H -8.251 0.949 -1.921 0.12
C -0.114 4.225 6.714 -0.05
C -0.032 5.603 6.461 -0.07
C -0.074 6.068 5.184 -0.03
C -0.104 5.174 4.103 -0.12
C -0.140 3.770 4.355 0.00
C -0.163 3.384 5.660 -0.10
N -0.141 5.618 2.697 -0.28
O -0.592 6.770 2.560 0.08
O 0.163 4.784 1.782 0.01
H -0.059 3.913 7.746 0.12
H 0.042 6.349 7.238 0.12
H -0.010 7.134 5.020 0.12
H -0.069 3.040 3.563 0.10
H -0.273 2.331 5.870 0.11
C 7.077 -0.210 7.159 -0.06
C 6.022 -0.117 8.050 -0.06
C 4.722 -0.049 7.523 0.01
C 4.437 -0.284 6.127 -0.13
C 5.527 -0.518 5.287 0.00
C 6.833 -0.396 5.792 -0.05
N 3.049 -0.228 5.643 -0.33
O 2.822 -0.959 4.712 0.05
O 2.184 0.407 6.271 0.06
H 8.097 -0.258 7.513 0.11
H 6.032 -0.008 9.124 0.11
H 3.890 0.275 8.129 0.11
H 5.449 -0.752 4.236 0.08
H 7.679 -0.591 5.150 0.11
C -2.345 3.172 -0.125 -0.06
C -2.520 4.537 -0.085 -0.07
C -2.991 5.206 -1.183 0.00
C -3.355 4.471 -2.332 -0.12
C -3.166 3.081 -2.380 0.01
C -2.659 2.408 -1.276 -0.07
N -3.762 5.267 -3.498 -0.31
O -3.693 4.675 -4.586 0.07
O -4.065 6.459 -3.305 0.07
H -1.782 2.647 0.633 0.08
H -2.178 5.186 0.708 0.10
H -2.947 6.281 -1.083 0.12
H -3.279 2.538 -3.306 0.10
H -2.383 1.365 -1.326 0.07



Entry 2:
96
Properties=species:S:1:pos:R:3:lowdin_charge:R:1 method="wB97M-V/def2-TZVPD" lumo_energy_ev="-2.311 / -3.961" homo_ev="-9.83 / -11.03" e_tot_ha=-5012.9940 gap_ha="0.2762 / 0.2597" multiplicity=2 total_charge=+1
Al -0.653 -0.210 -0.133 0.34
C -1.835 -0.029 -6.711 -0.03
C -2.229 -1.419 -6.304 -0.20
C -2.890 -2.269 -7.183 -0.03
C -3.240 -3.559 -6.819 -0.06
C -2.906 -4.037 -5.562 -0.07
C -2.237 -3.216 -4.668 -0.04
C -1.928 -1.910 -5.031 -0.19
N -1.225 -1.054 -4.133 0.17
C -1.426 -0.922 -2.808 -0.32
N -2.586 -1.384 -2.310 0.16
C -2.862 -1.835 -0.995 -0.19
C -1.996 -1.599 0.079 -0.14
C -2.297 -2.261 1.277 -0.12
C -3.412 -3.060 1.414 -0.05
C -4.299 -3.182 0.354 -0.02
C -4.048 -2.576 -0.864 -0.20
C -5.023 -2.714 -2.001 -0.03
N -0.546 -0.298 -2.036 0.05
C 0.616 0.254 -2.684 -0.29
C 1.825 -0.414 -2.562 -0.03
C 2.966 0.098 -3.160 -0.06
C 2.884 1.273 -3.889 -0.06
C 1.673 1.941 -3.997 -0.02
C 0.518 1.457 -3.392 -0.24
C -0.768 2.228 -3.454 -0.02
H -2.197 0.194 -7.712 0.09
H -0.749 0.094 -6.725 0.09
H -2.244 0.719 -6.031 0.08
H -3.139 -1.904 -8.170 0.12
H -3.761 -4.194 -7.520 0.11
H -3.144 -5.053 -5.280 0.11
H -1.928 -3.601 -3.705 0.12
H -0.470 -0.501 -4.516 0.14
H -3.225 -1.728 -3.013 0.11
H -1.647 -2.147 2.134 0.06
H -3.607 -3.564 2.350 0.11
H -5.201 -3.769 0.467 0.12
H -5.936 -3.190 -1.653 0.09
H -4.632 -3.327 -2.818 0.08
H -5.303 -1.743 -2.416 0.09
H 1.865 -1.338 -1.997 0.12
H 3.909 -0.419 -3.056 0.11
H 3.763 1.677 -4.369 0.11
H 1.623 2.874 -4.541 0.12
H -0.621 3.175 -3.970 0.09
H -1.133 2.447 -2.450 0.06
H -1.558 1.683 -3.975 0.07
F 2.732 4.516 1.167 0.15
C 2.826 3.738 0.077 -0.59
F 1.815 4.065 -0.737 0.11
F 3.963 4.086 -0.552 0.14
C 2.864 2.272 0.442 -0.10
C 4.080 1.772 0.886 0.03
C 4.203 0.433 1.218 -0.02
C 3.095 -0.377 1.053 -0.11
N 1.917 0.086 0.644 0.01
C 1.782 1.392 0.385 -0.60
S 0.154 1.887 -0.016 0.86
H 4.930 2.436 0.956 0.14
H 5.136 0.025 1.575 0.12
H 3.143 -1.438 1.261 0.11
C 2.281 3.359 5.058 -0.07
C 2.401 2.012 5.354 -0.08
C 1.644 1.078 4.661 -0.10
C 0.748 1.481 3.673 -0.31
C 0.630 2.842 3.392 -0.12
C 1.392 3.773 4.077 -0.08
Ge -0.355 0.131 2.795 1.05
C 0.239 -1.651 3.388 -0.33
C 0.966 -2.526 2.587 -0.14
C 1.297 -3.796 3.032 -0.07
C 0.895 -4.217 4.291 -0.07
C 0.161 -3.363 5.098 -0.07
C -0.168 -2.093 4.648 -0.10
C -2.197 0.528 3.361 -0.29
C -2.393 0.793 4.719 -0.11
C -3.646 1.138 5.203 -0.07
C -4.719 1.247 4.332 -0.08
C -4.535 1.014 2.979 -0.08
C -3.282 0.659 2.500 -0.12
H 2.876 4.087 5.592 0.11
H 3.085 1.685 6.125 0.11
H 1.757 0.027 4.899 0.09
H -0.069 3.184 2.640 0.09
H 1.289 4.825 3.849 0.11
H 1.269 -2.221 1.589 0.07
H 1.865 -4.460 2.396 0.11
H 1.144 -5.211 4.636 0.11
H -0.163 -3.687 6.078 0.11
H -0.754 -1.449 5.290 0.09
H -1.559 0.746 5.411 0.10
H -3.780 1.339 6.258 0.11
H -5.696 1.521 4.708 0.11
H -5.367 1.108 2.294 0.11
H -3.169 0.478 1.436 0.08



Entry 3:
71
Properties=species:S:1:pos:R:3:lowdin_charge:R:1 method="wB97M-V/def2-TZVPD" lumo_energy_ev=-3.375 homo_ev=-9.83 e_tot_ha=-7172.1404 gap_ha=0.2371 total_charge=+1
Pb -2.629 1.530 -2.235 1.22
Se -1.660 -5.095 1.345 0.33
P -0.458 -3.437 1.017 0.46
C 0.973 -3.750 -0.059 -0.35
C 1.101 -3.167 -1.317 -0.09
C 2.164 -3.504 -2.142 -0.08
C 3.109 -4.426 -1.718 -0.07
C 2.972 -5.035 -0.476 -0.06
C 1.901 -4.712 0.341 -0.11
C 0.154 -2.716 2.573 -0.35
C -0.803 -2.132 3.402 -0.10
C -0.453 -1.669 4.659 -0.07
C 0.855 -1.790 5.107 -0.07
C 1.812 -2.378 4.294 -0.07
C 1.463 -2.842 3.032 -0.11
C -1.313 -2.035 0.212 -0.41
C -1.000 -0.713 -0.120 -0.43
N -2.111 -0.211 -0.719 -0.27
N -3.036 -1.153 -0.752 -0.05
N -2.579 -2.245 -0.202 0.02
P 0.284 0.470 0.172 0.87
Se -0.159 2.296 -1.064 0.70
C 1.916 -0.057 -0.321 -0.36
C 2.495 0.370 -1.515 -0.10
C 3.748 -0.100 -1.872 -0.05
C 4.420 -0.989 -1.044 -0.05
C 3.845 -1.410 0.147 -0.05
C 2.594 -0.945 0.512 -0.09
C 0.245 0.991 1.880 -0.34
C 1.407 1.314 2.577 -0.06
C 1.310 1.796 3.873 -0.05
C 0.065 1.966 4.463 -0.05
C -1.093 1.638 3.770 -0.06
C -1.008 1.142 2.481 -0.10
H 0.365 -2.455 -1.668 0.10
H 2.247 -3.053 -3.122 0.11
H 3.935 -4.693 -2.364 0.11
H 3.686 -5.782 -0.155 0.11
H 1.761 -5.240 1.277 0.11
H -1.835 -2.073 3.072 0.11
H -1.207 -1.227 5.297 0.11
H 1.125 -1.441 6.095 0.11
H 2.830 -2.492 4.644 0.11
H 2.218 -3.310 2.415 0.09
H 1.978 1.056 -2.173 0.06
H 4.200 0.229 -2.798 0.12
H 5.397 -1.355 -1.329 0.12
H 4.365 -2.107 0.790 0.12
H 2.150 -1.265 1.444 0.08
H 2.378 1.209 2.113 0.11
H 2.209 2.044 4.420 0.12
H -0.003 2.345 5.474 0.12
H -2.060 1.754 4.239 0.12
H -1.908 0.846 1.954 0.11
C -2.005 2.900 -0.465 -0.60
H -1.812 3.970 -0.560 -0.03
H -2.071 2.632 0.587 -0.04
N -2.063 2.671 -5.065 0.03
C -2.914 3.688 -4.599 -0.43
C -4.272 3.686 -4.904 -0.05
C -5.111 4.635 -4.336 -0.07
C -4.613 5.590 -3.460 -0.08
C -3.261 5.589 -3.153 -0.08
C -2.415 4.639 -3.708 -0.09
H -2.403 2.147 -5.859 0.10
H -1.111 2.964 -5.238 0.10
H -4.669 2.948 -5.590 0.12
H -6.163 4.628 -4.587 0.11
H -5.271 6.331 -3.029 0.11
H -2.856 6.336 -2.483 0.11
H -1.353 4.655 -3.479 0.11



Entry 4:
8
Properties=species:S:1:pos:R:3:lowdin_charge:R:1 method="wB97M-V/def2-TZVPD" lumo_energy_ev=0.160 smiles="COON=O" homo_ev=-10.32 e_tot_ha=-320.1519 gap_ha=0.3852
N -0.106 -0.635 1.940 -0.12
O -0.585 -0.418 3.079 0.00
C 0.189 0.235 -1.240 -0.13
O 0.378 -0.500 -0.106 -0.10
O -0.408 0.162 1.033 0.03
H 0.817 -0.373 -1.961 0.13
H -0.859 0.266 -1.576 0.09
H 0.574 1.263 -1.168 0.09



Entry 5:
48
Properties=species:S:1:pos:R:3:lowdin_charge:R:1 method="wB97M-V/def2-TZVPD" lumo_energy_ev=0.226 smiles="C#CCOc1ccc2c(c1)[C@@]13CCCC[C@H]1[C@@H](C2=O)N(CC#C)CC3" homo_ev=-8.47 e_tot_ha=-1057.2061 gap_ha=0.3195
O -0.093 2.717 -1.964 0.08
C -6.588 -2.006 2.633 0.13
C 4.530 2.896 -2.969 0.12
C -5.448 -1.795 2.322 -0.10
C 3.935 2.936 -1.891 -0.11
O -3.643 -0.283 2.392 -0.04
C 0.227 1.803 -1.187 -0.25
C -2.964 1.356 0.871 0.01
C -2.022 1.905 0.023 0.01
C -1.434 -0.374 1.445 0.05
C -2.653 0.224 1.622 -0.30
C -0.783 1.295 -0.218 -0.08
C -0.482 0.103 0.507 -0.06
N 2.620 1.654 -0.319 -0.10
C -4.021 -1.643 2.111 -0.19
C 3.226 2.963 -0.623 -0.20
C 2.205 1.525 1.086 -0.16
C -0.070 -2.712 -0.568 -0.18
C 0.579 -2.457 -1.929 -0.19
C 1.838 0.057 1.379 -0.09
C 0.793 -2.082 0.494 -0.16
C 0.775 -0.985 -2.175 -0.17
C 0.883 -0.578 0.334 -0.33
C 1.532 -0.352 -1.073 -0.23
C 1.625 1.129 -1.300 -0.18
H -7.636 -2.126 2.840 0.03
H 4.997 2.777 -3.940 0.03
H -3.956 1.810 0.995 0.13
H -2.320 2.758 -0.575 0.12
H -1.222 -1.187 2.126 0.13
H -3.492 -2.276 2.778 0.11
H -3.860 -1.918 1.019 0.16
H 2.452 3.714 -0.650 0.12
H 3.864 3.293 0.193 0.12
H 2.993 1.803 1.791 0.12
H 1.373 2.207 1.288 0.12
H -1.085 -2.300 -0.573 0.11
H -0.218 -3.782 -0.336 0.12
H 1.545 -2.970 -2.058 0.12
H -0.013 -2.911 -2.747 0.12
H 1.438 -0.023 2.383 0.12
H 2.802 -0.469 1.439 0.13
H 0.382 -2.373 1.434 0.10
H 1.785 -2.492 0.429 0.13
H 1.288 -0.771 -3.119 0.13
H -0.233 -0.585 -2.259 0.13
H 2.586 -0.739 -1.136 0.18
H 1.962 1.263 -2.325 0.15



Entry 6:
38
Properties=species:S:1:pos:R:3:lowdin_charge:R:1 method="wB97M-V/def2-TZVPD" lumo_energy_ev=-4.102 homo_ev=-10.46 e_tot_ha=-1053.4344 gap_ha=0.2337 total_charge=+1
C 2.361 3.303 2.161 -0.24
S 2.181 1.635 1.420 0.98
C 3.578 0.735 2.176 -0.24
C 0.828 1.004 2.244 -0.49
C -0.392 1.629 2.088 -0.42
N -1.472 2.097 1.980 0.12
H 1.502 3.890 1.813 0.06
H 2.351 3.191 3.250 0.07
H 3.306 3.731 1.806 0.06
H 3.439 -0.334 1.981 0.05
H 4.477 1.103 1.667 0.06
H 3.616 0.952 3.248 0.07
H 0.941 0.169 2.937 0.06
C -0.095 -2.537 2.186 -0.01
N -0.095 -1.912 0.866 -0.15
C 0.981 -2.307 -0.045 -0.01
C -1.055 -1.057 0.561 0.02
C -1.481 -0.689 -0.762 -0.18
C -1.254 -1.510 -1.900 -0.01
C -1.509 -1.010 -3.166 -0.02
C -2.142 0.225 -3.339 -0.25
C -2.327 0.749 -4.722 -0.03
C -2.588 0.930 -2.212 -0.01
C -2.218 0.516 -0.944 0.01
H 0.883 -2.985 2.356 0.09
H -0.306 -1.783 2.951 0.10
H -0.861 -3.320 2.255 0.11
H 1.798 -2.678 0.585 0.09
H 0.675 -3.121 -0.718 0.10
H 1.330 -1.450 -0.636 0.11
H -1.599 -0.624 1.414 0.15
H -0.868 -2.523 -1.781 0.11
H -1.225 -1.576 -4.056 0.13
H -2.756 1.751 -4.709 0.09
H -1.364 0.791 -5.242 0.10
H -2.975 0.085 -5.303 0.10
H -3.200 1.823 -2.351 0.13
H -2.466 1.106 -0.058 0.10



Entry 7:
28
Properties=species:S:1:pos:R:3:lowdin_charge:R:1 method="wB97M-V/def2-TZVPD" lumo_energy_ev=0.812 smiles=Cn1ccnc1P(N)C(C)(C)C homo_ev=-8.65 e_tot_ha=-819.9917 gap_ha=0.3476
C 2.793 0.864 1.102 -0.12
C 3.196 -0.223 0.322 -0.08
C 1.120 0.291 -0.148 -0.50
C -1.570 0.794 1.567 -0.08
C -2.895 0.036 -0.443 -0.19
C -1.166 -1.451 0.562 -0.15
C 2.059 -1.609 -1.406 -0.08
C -1.609 -0.060 0.319 -0.80
N 1.483 1.167 0.780 0.04
N 2.136 -0.543 -0.488 -0.17
N -0.782 2.239 -1.109 -0.15
P -0.441 0.294 -1.134 1.09
H 3.525 1.471 1.638 0.10
H 4.169 -0.689 0.392 0.11
H -0.528 1.266 1.736 0.08
H -2.363 1.534 1.579 0.07
H -1.667 0.080 2.398 0.08
H -2.866 -0.620 -1.428 0.09
H -3.056 1.192 -0.780 0.11
H -3.791 -0.415 0.025 0.07
H -1.975 -2.081 0.846 0.08
H -0.518 -1.835 -0.261 0.05
H -0.469 -1.477 1.441 0.10
H 1.263 -1.466 -2.144 0.05
H 3.066 -1.571 -1.990 0.13
H 1.913 -2.565 -0.925 0.09
H -0.796 2.677 -2.047 0.00
H -0.230 2.701 -0.402 -0.02